1.
This record from OMol25 describes a gas-phase ion, C5H14PS (charge +1) at a distorted geometry. The level of theory is wB97M-V/def2-TZVPD.

CARTESIAN COORDINATES (ANGSTROEM)
C -1.107 -2.502 0.173
C 1.680 1.629 -1.162
C -0.751 1.479 1.346
C -1.457 -1.050 -0.093
C 0.674 0.488 -1.320
P -0.135 0.124 0.254
S 1.174 -1.145 1.394
H -1.697 -3.161 -0.538
H -0.030 -2.676 -0.243
H -1.185 -2.815 1.144
H 1.339 2.715 -1.338
H 2.097 1.622 -0.141
H 2.578 1.464 -1.885
H -0.815 1.041 2.331
H -1.613 2.038 1.104
H 0.063 2.270 1.494
H -2.328 -0.905 0.516
H -1.576 -0.955 -1.156
H 1.226 -0.394 -1.476
H 0.078 0.755 -2.271
H 1.785 -0.026 1.866

Results
Orbital gap, eV: 10.85
Energy above the lowest of the compared OMol25 structures with the same formula, charge and spin, kcal per mole: 15.4
Charge: +1
HOMO level, eV: -14.48
Strongest force on any atom, Eh/bohr: 0.10677



2.
This record from OMol25 describes 2 unconnected molecules or ions with the total composition C5H14S4. The level of theory is wB97M-V/def2-TZVPD.

CARTESIAN COORDINATES (ANGSTROEM)
S -1.260 2.360 -0.843
S -1.804 3.139 0.962
C -2.424 0.990 -1.025
C 0.652 2.347 2.051
C -0.850 2.127 2.137
H -3.468 1.344 -1.004
H -2.231 0.521 -2.005
H -2.294 0.228 -0.238
H 1.174 1.708 2.782
H 0.900 3.401 2.262
H 1.017 2.096 1.040
H -1.116 1.064 1.980
H -1.246 2.432 3.124
S -0.265 -2.620 -1.134
S 0.893 -1.572 0.176
C 0.729 -4.101 -1.419
C 2.020 -0.696 -0.930
H 0.157 -4.757 -2.097
H 0.919 -4.646 -0.479
H 1.697 -3.866 -1.892
H 2.655 -1.388 -1.509
H 1.472 -0.048 -1.635
H 2.671 -0.062 -0.304

Results
Orbital gap, eV: 9.47
Energy above the lowest of the compared OMol25 structures with the same formula, charge and spin, kcal per mole: 0.3
Charge: 0
SMILES string: CCSSC.CSSC
HOMO level, eV: -8.78
Strongest force on any atom, Eh/bohr: 0.01337



3.
This record from OMol25 describes 2 unconnected molecules or ions with the total composition C5H15BNO6Si. The level of theory is wB97M-V/def2-TZVPD.

CARTESIAN COORDINATES (ANGSTROEM)
N -1.961 -1.278 1.612
C -1.180 -0.035 1.512
C -0.284 -0.033 0.283
O -0.187 1.261 -0.311
C 1.125 -0.567 0.586
Si 1.969 -1.339 -0.893
C 1.787 -0.280 -2.445
B 3.184 0.225 -2.892
O 3.575 1.543 -2.703
O 4.116 -0.686 -3.396
H -1.440 -2.043 1.197
H -2.100 -1.526 2.583
H -1.872 0.805 1.466
H -0.566 0.117 2.405
H -0.751 -0.659 -0.484
H -0.258 1.918 0.384
H 1.039 -1.349 1.349
H 1.723 0.231 1.028
H 3.413 -1.511 -0.589
H 1.384 -2.678 -1.145
H 1.395 -0.911 -3.246
H 1.091 0.540 -2.279
H 3.699 2.040 -3.510
H 4.197 -0.661 -4.348
C -4.873 1.569 3.074
O -4.194 0.916 3.906
O -4.456 1.344 1.725
O -5.812 2.347 3.225
H -3.762 0.699 1.906

Results
Orbital gap, eV: 5.87
Energy above the lowest of the compared OMol25 structures with the same formula, charge and spin, kcal per mole: 0.0
Charge: -1
HOMO level, eV: -4.17
Strongest force on any atom, Eh/bohr: 0.01016



4.
This record from OMol25 describes a molecular structure, C5H15IN3O2 at a distorted geometry. The level of theory is wB97M-V/def2-TZVPD.

CARTESIAN COORDINATES (ANGSTROEM)
I -0.987 1.426 2.274
C -1.457 0.895 -1.459
C -1.393 -0.411 -0.728
C -0.880 -1.676 -1.404
O -1.661 -1.876 -2.557
C -1.332 -2.990 -3.387
N -0.564 -0.122 0.441
H -0.435 1.204 -1.676
H -2.072 1.629 -0.938
H -1.840 0.796 -2.475
H -2.407 -0.601 -0.377
H -0.981 -2.566 -0.782
H 0.167 -1.635 -1.706
H -2.142 -3.143 -4.099
H -1.267 -3.889 -2.774
H -0.352 -2.743 -3.796
H -0.933 -0.858 1.027
H -0.867 0.750 0.850
C 2.571 2.127 3.359
O 2.259 2.586 4.465
N 3.792 2.098 2.915
N 1.664 1.664 2.563
H 4.463 2.229 3.658
H 3.986 2.214 1.930
H 0.768 1.599 3.024
H 1.899 1.293 1.653

Results
Orbital gap, eV: 5.84
Energy above the lowest of the compared OMol25 structures with the same formula, charge and spin, kcal per mole: 146.4
Charge: -1
HOMO level, eV: -2.83
Strongest force on any atom, Eh/bohr: 0.23201



5.
This record from OMol25 describes a molecular structure, C5H15MnN6O5. The level of theory is wB97M-V/def2-TZVPD.

CARTESIAN COORDINATES (ANGSTROEM)
Mn -0.443 0.744 -0.547
N -1.391 -0.903 -1.684
N -0.374 -1.733 -2.233
C 0.897 -1.315 -2.142
N 1.906 -1.872 -2.741
N 0.986 -0.234 -1.299
N 1.830 0.832 -1.452
O 2.883 0.849 -1.946
O 1.185 1.820 -0.934
H -1.990 -1.485 -1.093
H -1.982 -0.562 -2.449
H -0.652 -2.557 -2.759
H 1.787 -2.640 -3.397
H 2.858 -1.551 -2.589
O -3.293 3.700 -1.019
N -2.237 3.296 -0.852
O -1.855 2.170 -0.473
C 0.272 2.534 2.087
C 0.373 1.054 2.309
O -0.395 0.266 1.244
C -0.893 -1.069 1.718
C 0.171 -2.126 1.669
H 0.929 3.005 2.823
H -0.736 2.904 2.265
H 0.636 2.866 1.115
H -0.125 0.762 3.231
H 1.387 0.660 2.295
H -1.774 -1.279 1.110
H -1.250 -0.879 2.729
H 0.543 -2.308 0.659
H -0.266 -3.058 2.033
H 1.013 -1.890 2.319

Results
Orbital gap (spin up / spin down), eV: 8.09 / 8.97
Charge: +3
HOMO level (spin up / spin down), eV: -22.03 / -22.18
2S+1: 4
Strongest force on any atom, Eh/bohr: 0.01094



6.
This record from OMol25 describes 2 unconnected molecules or ions with the total composition C5H15N at a distorted geometry. The level of theory is wB97M-V/def2-TZVPD.

CARTESIAN COORDINATES (ANGSTROEM)
C 3.564 3.503 0.811
C 2.466 2.891 -0.054
C 1.908 1.579 0.513
H 4.239 4.089 0.201
H 4.095 2.772 1.429
H 3.087 4.168 1.533
H 2.859 2.647 -1.042
H 1.611 3.555 -0.222
H 2.750 0.926 0.748
H 1.453 1.792 1.480
H 1.292 1.041 -0.197
C -2.715 -3.984 -0.527
C -2.474 -2.436 -0.347
N -3.617 -1.721 -0.779
H -2.075 -4.492 0.195
H -3.741 -4.241 -0.288
H -2.483 -4.303 -1.541
H -2.341 -2.255 0.718
H -1.589 -2.185 -0.933
H -4.070 -1.998 -1.651
H -4.221 -1.348 -0.048

Results
Orbital gap (spin up / spin down), eV: 9.43 / 4.38
Energy above the lowest of the compared OMol25 structures with the same formula, charge and spin, kcal per mole: 7.5
Charge: +1
HOMO level (spin up / spin down), eV: -13.16 / -13.16
2S+1: 2
Strongest force on any atom, Eh/bohr: 0.02498



7.
This record from OMol25 describes a gas-phase ion, C5H15N2 (charge +1). The level of theory is wB97M-V/def2-TZVPD.

CARTESIAN COORDINATES (ANGSTROEM)
C 0.721 0.731 -0.179
N 0.370 0.988 -1.557
C 1.424 1.696 -2.308
C -0.411 -0.051 0.502
N -0.932 -1.033 -0.518
C -1.138 -1.323 2.587
C 0.046 -0.812 1.736
H 1.637 0.139 -0.139
H 0.794 1.650 0.407
H -0.514 1.477 -1.649
H 2.169 0.985 -2.639
H 1.929 2.445 -1.691
H 0.989 2.209 -3.155
H -1.210 0.628 0.776
H -0.448 -1.923 -0.382
H -0.725 -0.680 -1.469
H -1.937 -1.186 -0.417
H -1.721 -2.093 2.074
H -1.794 -0.483 2.809
H -0.798 -1.761 3.526
H 0.609 -0.119 2.353
H 0.710 -1.640 1.448

Results
Orbital gap, eV: 10.25
Energy above the lowest of the compared OMol25 structures with the same formula, charge and spin, kcal per mole: 11.0
Charge: +1
SMILES string: CC[C@H]([NH3+])CNC
HOMO level, eV: -13.46
Strongest force on any atom, Eh/bohr: 0.01761



8.
This record from OMol25 describes 2 unconnected molecules or ions with the total composition C5H15N2 at a distorted geometry. The level of theory is wB97M-V/def2-TZVPD.

CARTESIAN COORDINATES (ANGSTROEM)
C -0.148 0.404 3.043
C 0.699 -1.460 -1.372
C 0.310 0.906 -2.168
C -0.461 0.044 1.575
C -0.191 -0.184 -1.378
N -1.484 -0.259 -1.216
N 0.637 0.385 0.697
H 0.881 0.566 3.044
H -0.575 1.289 3.361
H -0.324 -0.375 3.680
H 0.358 -2.144 -0.613
H 1.769 -1.343 -1.202
H 0.577 -1.756 -2.389
H 0.588 0.649 -3.204
H 1.325 1.386 -1.708
H -0.441 1.653 -2.188
H -1.281 0.552 1.001
H -0.565 -1.055 1.382
H -1.900 -1.125 -0.987
H -1.938 0.598 -1.111
H 0.700 1.379 0.672
H 1.464 -0.110 1.079

Results
Orbital gap, eV: 10.59
Energy above the lowest of the compared OMol25 structures with the same formula, charge and spin, kcal per mole: 41.6
Charge: +1
HOMO level, eV: -14.08
Strongest force on any atom, Eh/bohr: 0.08869



Question: Which formula does entry 7 have?
Answer: C5H15N2



Question: Look up the charge of the first one.
Answer: +1